{
  "formula": "C51H125F2N8O22S2",
  "method": "the ωB97M-V functional and the def2-TZVPD basis",
  "energy_ha": -5106.02812,
  "gap_ev": 3.0,
  "total_charge": 3,
  "e_homo_ev": -8.470,
  "lumo_ev": -5.509,
  "elements": ["N", "S", "O", "O", "F", "S", "O", "O", "F", "C", "O", "C", "C", "N", "H", "H", "C", "C", "O", "C", "H", "H", "H", "H", "H", "H", "H", "H", "H", "H", "H", "H", "H", "H", "C", "O", "C", "C", "N", "H", "H", "C", "C", "O", "C", "H", "H", "H", "H", "H", "H", "H", "H", "H", "H", "H", "H", "H", "H", "C", "O", "C", "C", "N", "H", "H", "C", "C", "O", "C", "H", "H", "H", "H", "H", "H", "H", "H", "H", "H", "H", "H", "H", "H", "C", "O", "C", "C", "N", "H", "H", "C", "C", "O", "C", "H", "H", "H", "H", "H", "H", "H", "H", "H", "H", "H", "H", "H", "H", "C", "O", "C", "C", "N", "H", "H", "C", "C", "O", "C", "H", "H", "H", "H", "H", "H", "H", "H", "H", "H", "H", "H", "H", "H", "C", "O", "C", "C", "N", "H", "H", "C", "C", "O", "C", "H", "H", "H", "H", "H", "H", "H", "H", "H", "H", "H", "H", "H", "H", "C", "C", "C", "N", "C", "C", "C", "C", "C", "C", "H", "H", "H", "H", "H", "H", "H", "H", "H", "H", "H", "H", "H", "H", "H", "H", "H", "H", "H", "H", "C", "C", "O", "O", "H", "H", "H", "C", "C", "O", "O", "H", "H", "H", "C", "C", "O", "O", "H", "H", "H"],
  "coordinates": [[-0.066, 0.899, 0.018], [0.262, 0.783, 1.470], [1.670, 0.492, 1.838], [-0.835, 0.317, 2.357], [0.256, 2.358, 1.720], [-0.703, -0.681, -0.168], [-2.130, -0.770, 0.058], [0.079, -1.824, 0.379], [-0.574, -0.864, -1.781], [0.788, 3.394, 13.360], [0.531, 4.770, 13.191], [-0.788, 5.227, 13.557], [-1.928, 4.785, 12.558], [-1.706, 5.317, 11.107], [-2.588, 5.117, 10.658], [-1.575, 6.310, 11.241], [-0.548, 4.772, 10.312], [-0.693, 5.432, 8.974], [-1.932, 5.234, 8.305], [-2.429, 3.969, 8.011], [0.865, 2.814, 12.441], [0.251, 2.926, 14.185], [1.818, 3.441, 13.715], [-0.814, 6.316, 13.603], [-1.080, 4.868, 14.543], [-2.940, 5.107, 12.802], [-2.084, 3.718, 12.402], [-0.690, 3.699, 10.185], [0.350, 5.120, 10.823], [0.130, 5.075, 8.355], [-0.495, 6.489, 9.150], [-2.624, 3.400, 8.920], [-1.633, 3.385, 7.548], [-3.231, 4.005, 7.273], [-5.880, -7.089, 0.526], [-5.702, -7.561, -0.787], [-5.248, -6.603, -1.755], [-4.751, -7.442, -2.991], [-5.873, -8.390, -3.307], [-5.960, -8.951, -2.472], [-6.679, -7.783, -3.340], [-5.806, -9.240, -4.568], [-4.443, -9.896, -4.730], [-4.133, -10.777, -3.692], [-4.942, -11.961, -3.596], [-6.577, -6.250, 0.519], [-4.969, -6.642, 0.924], [-6.265, -7.872, 1.180], [-4.570, -5.932, -1.228], [-6.168, -6.090, -2.034], [-3.921, -8.074, -2.676], [-4.632, -6.817, -3.876], [-6.131, -8.579, -5.372], [-6.557, -10.017, -4.424], [-3.607, -9.196, -4.758], [-4.198, -10.405, -5.663], [-5.957, -11.832, -3.220], [-4.446, -12.531, -2.810], [-4.956, -12.578, -4.494], [5.897, -2.428, -2.352], [5.551, -1.306, -3.249], [4.216, -0.809, -3.202], [4.053, 0.547, -3.925], [3.911, 0.139, -5.393], [4.428, -0.683, -5.673], [2.960, -0.180, -5.510], [3.967, 1.258, -6.458], [5.417, 1.714, -6.536], [6.303, 0.710, -7.115], [7.605, 1.228, -7.411], [5.235, -3.293, -2.394], [5.635, -2.121, -1.339], [6.974, -2.587, -2.395], [3.909, -0.730, -2.159], [3.595, -1.540, -3.720], [4.915, 1.208, -3.840], [3.194, 1.128, -3.589], [3.319, 2.046, -6.072], [3.556, 0.915, -7.408], [5.935, 1.945, -5.605], [5.361, 2.572, -7.206], [8.112, 1.734, -6.590], [7.402, 1.993, -8.160], [8.204, 0.406, -7.802], [-1.186, 4.375, -7.437], [-1.021, 4.100, -6.057], [-2.226, 3.830, -5.436], [-2.062, 3.250, -4.008], [-1.227, 4.071, -3.034], [-1.151, 3.462, -2.233], [-0.243, 4.162, -3.244], [-1.911, 5.460, -2.603], [-3.237, 5.211, -1.850], [-2.895, 4.344, -0.732], [-3.960, 3.720, -0.089], [-2.001, 5.099, -7.446], [-1.634, 3.550, -7.991], [-0.241, 4.669, -7.894], [-2.894, 3.160, -5.977], [-2.759, 4.779, -5.377], [-1.485, 2.386, -4.340], [-2.904, 2.824, -3.463], [-2.067, 5.906, -3.585], [-1.236, 6.068, -2.000], [-3.911, 4.586, -2.437], [-3.745, 6.117, -1.520], [-4.733, 4.381, 0.304], [-3.523, 3.128, 0.715], [-4.341, 3.036, -0.847], [8.076, 8.489, 1.799], [7.181, 7.352, 1.533], [5.987, 7.886, 0.913], [5.013, 6.708, 0.788], [5.781, 5.474, 0.198], [5.285, 5.152, -0.620], [6.547, 5.899, -0.305], [6.134, 4.402, 1.318], [6.875, 3.138, 0.733], [7.887, 3.651, -0.160], [8.616, 2.582, -0.734], [7.577, 9.392, 2.152], [8.600, 8.799, 0.895], [8.882, 8.224, 2.483], [6.141, 8.308, -0.080], [5.448, 8.589, 1.547], [4.158, 6.929, 0.149], [4.702, 6.509, 1.813], [5.249, 4.091, 1.874], [6.698, 5.001, 2.033], [6.165, 2.452, 0.271], [7.219, 2.617, 1.626], [9.012, 2.078, 0.147], [9.419, 3.048, -1.304], [8.046, 1.846, -1.302], [-6.917, -0.488, -5.138], [-6.541, -0.523, -6.524], [-5.410, -1.249, -6.960], [-5.198, -1.277, -8.491], [-6.461, -1.913, -9.078], [-6.101, -2.625, -9.698], [-6.886, -2.527, -8.398], [-7.465, -1.050, -9.887], [-7.748, 0.373, -9.276], [-6.604, 1.144, -9.484], [-6.631, 2.467, -9.083], [-6.098, -0.540, -4.421], [-7.438, -1.427, -4.950], [-7.556, 0.351, -4.864], [-5.431, -2.218, -6.460], [-4.535, -0.747, -6.548], [-4.404, -1.990, -8.713], [-5.000, -0.308, -8.948], [-8.381, -1.636, -9.965], [-6.967, -0.943, -10.851], [-8.042, 0.241, -8.234], [-8.607, 0.843, -9.753], [-5.616, 2.851, -8.985], [-7.142, 2.560, -8.124], [-7.136, 3.100, -9.812], [4.550, -3.745, 4.296], [3.151, -4.393, 4.210], [2.960, -5.199, 5.433], [1.504, -5.692, 5.695], [1.452, -6.836, 6.774], [2.048, -8.153, 6.238], [1.436, -8.648, 4.956], [1.469, -7.529, 3.889], [0.841, -6.200, 4.373], [0.590, -4.580, 6.176], [5.378, -4.448, 4.209], [4.715, -3.424, 5.324], [4.686, -2.850, 3.688], [3.052, -4.984, 3.300], [2.451, -3.579, 4.021], [3.288, -4.658, 6.321], [3.606, -6.051, 5.222], [1.950, -6.477, 7.675], [0.384, -6.885, 6.983], [3.111, -7.972, 6.084], [1.942, -8.910, 7.015], [1.925, -9.554, 4.597], [0.389, -8.841, 5.191], [2.498, -7.408, 3.551], [0.927, -7.887, 3.013], [0.858, -5.328, 3.719], [-0.175, -6.385, 4.722], [1.074, -4.109, 7.031], [-0.439, -4.848, 6.415], [0.554, -3.789, 5.427], [-0.170, -5.528, -6.102], [0.666, -4.271, -6.391], [1.847, -4.426, -6.628], [0.110, -3.132, -6.331], [-0.914, -5.693, -6.881], [-0.681, -5.210, -5.193], [0.324, -6.443, -5.776], [3.283, 1.970, 6.940], [3.271, 1.771, 8.448], [2.473, 0.923, 8.867], [3.921, 2.567, 9.127], [4.242, 1.619, 6.560], [3.426, 3.028, 6.723], [2.469, 1.496, 6.391], [-0.724, 8.467, 2.993], [-0.576, 9.767, 2.194], [-1.565, 10.247, 1.640], [0.566, 10.289, 2.176], [-0.744, 8.685, 4.061], [0.201, 7.906, 2.862], [-1.586, 7.811, 2.868]],
  "forces_ev_per_angstrom": [[-1.958, -3.943, -4.825], [2.734, 1.883, 8.935], [-2.933, -0.232, -1.072], [2.505, 0.376, -2.005], [-0.120, 0.352, 0.060], [-0.804, -2.962, -0.356], [1.411, 0.687, -0.650], [-1.096, 3.177, -1.442], [0.293, 0.739, 1.030], [1.874, -0.069, 0.795], [-2.358, 1.429, -0.058], [-0.278, -1.091, -1.233], [0.621, -0.284, -0.869], [0.203, -0.914, 2.560], [-0.159, 0.398, -0.761], [-0.195, 0.538, -0.523], [-1.154, 0.188, -0.120], [0.726, -0.584, -1.032], [-0.348, 2.213, 0.796], [1.796, -1.232, -0.133], [-0.716, 0.051, -0.145], [-0.541, -0.007, -0.295], [0.175, -0.482, 0.024], [0.456, 0.041, -0.094], [0.037, -0.156, 0.095], [0.247, 0.588, 0.468], [0.690, -0.225, 0.336], [0.403, -0.052, 0.637], [0.094, -0.663, -0.129], [0.139, -0.094, -0.160], [-0.589, 0.280, -0.586], [-0.833, -0.098, 0.111], [0.174, -0.228, -0.338], [-0.189, 0.348, 0.565], [-0.170, 1.180, 0.185], [0.530, -1.089, -0.835], [-1.060, -1.378, 0.526], [-0.285, 0.499, 1.289], [0.512, 0.297, -0.078], [-0.238, -0.493, 0.438], [-0.732, -0.212, -0.081], [0.086, -0.035, 0.146], [1.271, -0.048, -0.303], [-0.878, -0.183, 0.694], [0.806, -0.414, 0.757], [-0.450, -0.032, 0.058], [0.369, -0.387, 0.097], [0.191, -0.050, -0.326], [0.489, 0.101, -0.819], [0.115, 0.759, -0.355], [0.284, 0.377, -0.479], [0.610, -0.087, 0.181], [0.322, -0.201, -0.168], [-0.106, 0.131, -0.116], [-0.229, 0.604, 0.431], [-1.262, -0.095, -0.581], [-0.201, 0.532, -0.221], [0.012, -0.135, -0.156], [0.087, 0.292, -0.263], [-1.351, 1.597, 0.658], [0.461, -0.176, -0.145], [0.656, -0.470, 0.779], [1.187, -1.317, -0.559], [-2.030, 1.573, -0.903], [1.108, -0.196, 0.120], [-0.649, -0.578, 0.325], [1.571, -0.726, 1.602], [1.245, -0.648, -1.592], [-1.390, 0.055, 0.853], [-0.936, 0.454, -0.609], [0.356, -0.313, -1.219], [0.409, 0.536, 0.350], [-0.395, -0.196, -0.440], [-0.304, 0.111, 0.068], [-0.568, -0.068, 0.217], [0.158, -0.354, 0.030], [-0.271, -0.433, -0.323], [0.163, 0.091, -0.003], [0.277, -0.331, 0.127], [-0.757, 0.592, 0.357], [0.461, 0.426, 0.075], [-0.114, -0.290, 0.447], [0.662, 0.036, -0.395], [-0.133, 0.190, 0.060], [-1.191, 0.186, 0.168], [1.349, -1.319, 0.483], [-1.665, 1.551, 1.431], [1.819, -0.519, -1.654], [-1.538, 0.468, 0.908], [-0.498, -0.071, 1.116], [0.155, 0.573, -1.044], [-0.353, -0.987, -0.581], [0.885, -2.198, 0.910], [1.493, 2.069, -0.939], [-0.137, -0.903, -0.231], [0.434, 0.855, -0.705], [0.385, -0.603, 0.092], [-0.285, 0.217, 0.277], [0.178, -0.384, -0.177], [-0.478, 0.252, -0.073], [0.576, -0.350, 1.043], [-0.271, 0.677, -0.357], [-0.100, 0.374, 0.300], [0.257, -0.420, -0.089], [-0.352, 0.416, -0.546], [0.278, 0.209, -0.162], [0.064, 0.181, -0.106], [-0.125, 0.101, 0.016], [-0.864, -0.340, 0.261], [0.547, -0.282, -0.452], [-0.345, 2.222, -0.251], [-0.321, -1.514, 0.129], [0.876, -0.205, 0.252], [-1.212, 0.508, 1.227], [-0.826, -0.964, 0.303], [1.475, -0.258, 0.799], [0.603, -0.003, -1.376], [-0.403, 2.647, 0.321], [-1.942, -0.621, 0.489], [0.889, 0.165, 1.107], [-0.432, -0.363, 0.291], [-0.197, -0.211, -0.399], [-0.488, -0.421, 0.213], [0.534, 0.307, 0.007], [0.334, 0.379, 0.014], [0.091, -0.018, 0.136], [-0.207, -0.657, -0.298], [-0.437, 0.214, -0.605], [0.472, -0.200, -0.335], [-0.032, 0.103, -0.532], [0.720, -0.089, -0.060], [0.621, -0.544, -0.356], [-0.098, -0.347, -0.108], [-0.337, 0.301, -0.260], [0.444, -1.648, 0.062], [-0.699, 1.125, -0.963], [0.783, 1.101, 1.265], [-1.184, -0.665, 1.443], [0.301, 0.314, -0.928], [-0.014, -0.020, -0.892], [-0.632, 0.499, 0.797], [0.283, 0.914, 0.636], [0.000, -1.129, -0.378], [0.891, -1.443, -0.333], [-0.468, 1.166, 0.449], [0.556, 0.420, -0.320], [-0.491, 0.033, 0.168], [0.121, 0.041, -0.693], [0.090, -0.609, -0.534], [0.430, -0.106, -0.006], [0.170, 0.239, 0.147], [-0.352, -0.183, 0.125], [0.114, 0.059, -0.065], [-0.295, 0.082, -0.030], [0.369, 0.190, 0.334], [-0.191, -0.307, -0.458], [0.041, -0.265, -0.003], [-0.003, 0.164, 0.177], [-0.197, 0.027, -0.083], [0.191, -0.139, 0.939], [0.374, 1.691, -1.560], [-1.040, -0.718, 0.403], [-0.446, -0.689, -0.250], [-0.109, 0.420, -1.368], [0.464, 0.696, 0.614], [-0.754, 1.240, -0.112], [0.025, -0.020, -0.045], [0.714, -0.733, 1.569], [1.386, 1.049, -0.001], [-0.093, -0.145, -0.723], [-0.263, 0.444, 0.129], [-0.076, -0.386, -0.251], [0.222, -0.310, 0.046], [-0.277, 0.110, 0.572], [-0.168, -0.202, 0.089], [-0.296, -0.404, 0.853], [0.131, 0.080, -0.187], [0.017, -0.354, 0.077], [0.180, -0.217, 0.169], [0.121, 0.099, 0.129], [-0.121, 0.089, 0.019], [-0.178, -0.449, -0.254], [0.095, 0.302, 0.011], [-0.145, 0.254, -0.075], [0.033, -0.440, -0.261], [-0.168, -0.026, -0.379], [-0.167, -0.192, 0.222], [0.346, -0.662, -0.083], [0.037, -0.193, -0.217], [-0.864, 0.614, 1.083], [-0.378, 1.038, -0.059], [2.376, -0.748, -0.378], [-1.065, -0.384, 0.173], [0.037, -0.140, -0.012], [-0.693, -0.074, 0.066], [0.533, 0.112, -0.742], [1.233, 0.343, -0.734], [-1.196, 0.719, -0.120], [-0.926, -1.577, 0.415], [1.187, 0.797, 0.442], [0.116, -0.642, -0.130], [-0.689, 0.256, -0.015], [0.008, 0.132, 0.127], [0.597, -0.495, 0.785], [0.621, 0.721, -0.182], [-1.634, -0.137, -0.563], [0.600, -0.720, 0.359], [0.102, 0.365, 0.150], [0.012, -0.279, -0.071], [-0.180, 0.244, -0.667]],
  "mulliken_charge": [-0.106, 0.932, -0.607, -0.578, -0.289, 1.041, -0.585, -0.567, -0.247, -0.748, -0.371, -0.579, -0.665, -0.106, 0.379, 0.381, -0.573, -0.691, -0.388, -0.666, 0.314, 0.357, 0.262, 0.364, 0.421, 0.425, 0.425, 0.371, 0.393, 0.431, 0.418, 0.252, 0.351, 0.234, -0.743, -0.299, -0.717, -0.568, -0.150, 0.484, 0.358, -0.729, -0.548, -0.340, -0.730, 0.332, 0.290, 0.256, 0.476, 0.331, 0.377, 0.411, 0.362, 0.453, 0.360, 0.416, 0.308, 0.277, 0.329, -0.801, -0.291, -0.791, -0.534, -0.302, 0.424, 0.389, -0.642, -0.416, -0.336, -0.704, 0.332, 0.322, 0.276, 0.547, 0.418, 0.355, 0.391, 0.333, 0.411, 0.318, 0.425, 0.287, 0.321, 0.258, -0.749, -0.274, -0.635, -0.791, -0.097, 0.270, 0.409, -0.662, -0.519, -0.280, -0.739, 0.337, 0.314, 0.246, 0.432, 0.406, 0.384, 0.460, 0.353, 0.464, 0.326, 0.485, 0.301, 0.243, 0.313, -0.793, -0.289, -0.626, -0.605, -0.151, 0.395, 0.371, -0.672, -0.584, -0.276, -0.710, 0.328, 0.326, 0.265, 0.354, 0.525, 0.352, 0.306, 0.485, 0.369, 0.397, 0.410, 0.345, 0.245, 0.230, -0.874, -0.213, -0.696, -0.527, -0.190, 0.390, 0.366, -0.776, -0.316, -0.319, -0.786, 0.347, 0.335, 0.268, 0.449, 0.427, 0.462, 0.248, 0.426, 0.336, 0.213, 0.539, 0.237, 0.342, 0.309, -1.434, -0.343, -0.547, -0.152, -0.561, -0.617, -0.643, -0.701, -0.807, -1.001, 0.372, 0.394, 0.359, 0.270, 0.426, 0.465, 0.219, 0.391, 0.422, 0.288, 0.418, 0.370, 0.294, 0.273, 0.417, 0.650, 0.489, 0.451, 0.409, 0.430, -0.729, 0.526, -0.678, -0.770, 0.219, 0.137, 0.312, -0.804, 0.581, -0.752, -0.738, 0.252, 0.281, 0.196, -0.675, 0.540, -0.713, -0.744, 0.187, 0.157, 0.254]
}